Entry 1:
{
  "formula": "C5H13N2",
  "method": "the ωB97M-V functional and the def2-TZVPD basis",
  "symbols": ["C", "C", "C", "C", "C", "N", "N", "H", "H", "H", "H", "H", "H", "H", "H", "H", "H", "H", "H", "H"],
  "positions_angstrom": [[2.3769, -0.1725, -0.1592], [2.6384, 1.1643, 0.3038], [-2.2396, 0.3764, -0.5400], [-1.0232, -1.0973, 1.0413], [0.1504, -0.0593, -1.0268], [2.9537, -1.2334, -0.1818], [-0.8927, 0.0219, 0.0838], [3.0662, 1.2751, 1.2910], [3.1470, 1.6497, -0.4026], [1.7604, 1.6402, 0.5527], [-1.9839, 1.3819, -1.0666], [-2.6498, -0.4510, -1.1423], [-3.0019, 0.3471, 0.3265], [-1.9131, -1.1237, 1.6716], [-1.0642, -1.9973, 0.4433], [-0.2739, -0.9837, 1.6986], [0.2239, 0.9582, -1.5286], [0.0896, -0.9934, -1.6723], [2.6535, -2.0972, -0.5114], [-0.7567, 0.9299, 0.5053]],
  "total_energy_ha": -307.316460,
  "spin_multiplicity": 3,
  "homo_lumo_gap_ev": [6.285, 9.585],
  "charge": 1
}



Entry 2:
{
  "formula": "C28H76N4O8",
  "method": "the ωB97M-V functional and the def2-TZVPD basis",
  "symbols": ["C", "O", "C", "C", "C", "N", "H", "H", "H", "H", "H", "H", "H", "H", "H", "H", "H", "C", "O", "C", "C", "C", "N", "H", "H", "H", "H", "H", "H", "H", "H", "H", "H", "H", "C", "O", "C", "C", "C", "N", "H", "H", "H", "H", "H", "H", "H", "H", "H", "H", "H", "C", "O", "C", "C", "C", "N", "H", "H", "H", "H", "H", "H", "H", "H", "H", "H", "H", "C", "C", "C", "O", "H", "H", "H", "H", "H", "H", "H", "H", "C", "C", "C", "O", "H", "H", "H", "H", "H", "H", "H", "H", "C", "C", "C", "O", "H", "H", "H", "H", "H", "H", "H", "H", "C", "C", "C", "O", "H", "H", "H", "H", "H", "H", "H", "H"],
  "positions_angstrom": [[0.0931, -0.7082, -3.2787], [-0.2817, -1.0662, -1.8745], [0.3579, -0.3443, -0.8938], [-0.8447, 0.0292, 0.0965], [-1.9602, 0.9215, -0.4191], [-0.2451, 0.7822, 1.2550], [1.1385, -1.0169, -3.2786], [0.0314, 0.3617, -3.4781], [-0.3647, -1.3276, -4.0498], [1.3164, -0.7817, -0.6143], [0.7483, 0.6378, -1.1603], [-1.2516, -0.8870, 0.5243], [-2.5491, 0.3776, -1.1577], [-1.5651, 1.8224, -0.8886], [-2.6513, 1.0915, 0.4064], [0.5449, 0.2371, 1.5693], [-0.8997, 0.8042, 2.0239], [-1.3372, 2.2289, 4.8251], [-0.0821, 1.6398, 4.8102], [0.8411, 2.1340, 5.7220], [2.2239, 1.4055, 5.6283], [3.2993, 2.0287, 6.4796], [2.5787, 1.4557, 4.2313], [-1.4201, 3.3033, 4.6612], [-1.9830, 2.1139, 5.6956], [-1.7243, 1.6656, 3.9760], [0.9102, 3.2146, 5.5966], [0.4760, 2.0236, 6.7431], [1.9419, 0.3691, 5.8143], [3.5842, 3.0062, 6.0902], [4.1901, 1.4048, 6.5526], [2.9615, 2.2505, 7.4919], [2.5075, 2.3396, 3.7479], [1.9839, 0.8666, 3.6662], [2.8641, -1.3764, 2.1074], [1.5341, -1.8261, 2.5230], [1.6086, -2.5479, 3.7904], [0.1556, -2.8361, 4.2587], [-0.6808, -1.5561, 4.3848], [0.0686, -3.6660, 5.4308], [2.8687, -0.7365, 1.2250], [3.5317, -2.2364, 2.0530], [3.1270, -0.8710, 3.0366], [2.3021, -3.3830, 3.6916], [2.0152, -1.8372, 4.5099], [-0.2056, -3.4414, 3.4273], [-0.2565, -0.8382, 5.0867], [-1.7326, -1.7237, 4.6165], [-0.6173, -0.9974, 3.4510], [-0.9151, -3.7660, 5.6370], [0.5121, -3.1789, 6.1964], [0.7730, -4.6227, 0.7734], [0.3565, -5.4535, -0.3026], [0.2271, -4.8196, -1.5444], [-1.2730, -4.5480, -1.8709], [-1.5496, -4.6114, -3.4156], [-1.7581, -3.3430, -1.2872], [0.0412, -3.9035, 1.1412], [1.6565, -4.0300, 0.5362], [0.9742, -5.2129, 1.6674], [0.8027, -3.8971, -1.6202], [0.7513, -5.5206, -2.1940], [-1.9355, -5.3227, -1.4851], [-1.0793, -5.5182, -3.7960], [-1.1368, -3.7473, -3.9362], [-2.6050, -4.7096, -3.6698], [-1.6472, -3.5071, -0.2968], [-1.1494, -2.5657, -1.5002], [-1.2371, 3.7020, -7.3104], [-1.3283, 2.2127, -7.0999], [-1.7685, 2.0426, -5.6588], [-2.2379, 1.7040, -8.0904], [-0.9758, 3.7925, -8.3647], [-0.4026, 4.0903, -6.7265], [-2.2075, 4.1520, -7.1008], [-0.3720, 1.7612, -7.3639], [-1.1206, 2.6412, -5.0185], [-1.7650, 1.0107, -5.3080], [-2.7811, 2.4302, -5.5464], [-2.2884, 0.7469, -8.0368], [2.8395, -3.6314, -5.9968], [1.4454, -4.2470, -5.9442], [0.4058, -3.2833, -6.4709], [1.5837, -5.3518, -6.7895], [3.4427, -4.4215, -5.5496], [2.9127, -2.6851, -5.4609], [3.1847, -3.6197, -7.0306], [1.1093, -4.5460, -4.9514], [0.4153, -3.1625, -7.5542], [0.4468, -2.2822, -6.0418], [-0.5524, -3.7368, -6.2172], [1.7478, -6.1078, -6.2211], [-4.5820, 3.4719, 3.0283], [-3.3795, 4.4069, 2.7342], [-2.3107, 3.7216, 1.8592], [-3.9177, 5.5232, 2.1575], [-5.4066, 3.9511, 3.5559], [-4.3233, 2.5449, 3.5400], [-5.0083, 3.0284, 2.1285], [-2.9650, 4.7236, 3.6913], [-1.5859, 4.4038, 1.4151], [-2.7090, 3.2518, 0.9599], [-1.7204, 2.9532, 2.3584], [-3.2336, 6.1789, 2.0039], [2.4988, 4.3295, -0.4304], [1.6584, 3.4507, 0.4923], [1.4191, 4.1055, 1.8338], [0.4254, 3.3167, -0.1705], [3.4859, 4.5270, -0.0123], [1.8949, 5.1883, -0.7238], [2.6498, 3.7899, -1.3654], [2.1328, 2.4805, 0.6398], [0.7642, 3.4580, 2.4168], [1.0095, 5.1155, 1.8161], [2.3660, 4.0231, 2.3673], [0.1424, 2.6127, 0.4176]],
  "total_energy_ha": -1933.154427,
  "smiles": "COC[C@H](C)N.COC[C@H](C)N.COC[C@H](C)N.COC[C@H](C)N.CC(C)O.CC(C)O.CC(C)O.CC(C)O",
  "homo_lumo_gap_ev": 9.106
}



Entry 3:
{
  "formula": "C5H32NO12",
  "method": "the ωB97M-V functional and the def2-TZVPD basis",
  "symbols": ["C", "N", "C", "C", "O", "C", "O", "C", "H", "H", "H", "H", "H", "H", "H", "H", "H", "H", "H", "H", "H", "H", "O", "H", "H", "O", "H", "H", "O", "H", "H", "O", "H", "H", "O", "H", "H", "O", "H", "H", "O", "H", "H", "O", "H", "H", "O", "H", "H", "O"],
  "positions_angstrom": [[1.4533, -3.0840, -1.2541], [0.7817, -2.1172, -0.3480], [1.6780, -1.7181, 0.7406], [0.8626, -1.3474, 2.0752], [0.2998, -0.1764, 2.0776], [2.5986, -0.5373, 0.3348], [1.7021, 0.5308, 0.1031], [2.1043, -2.5069, -2.4165], [0.6452, -3.7696, -1.7227], [2.2396, -3.7615, -0.8323], [0.4347, -1.3205, -0.8153], [2.3819, -2.6020, 0.9056], [0.5250, -2.1095, 2.7218], [1.8659, -1.3017, 2.8254], [0.9383, 0.4763, 0.8609], [3.2155, -0.0724, 1.1570], [3.3034, -0.6502, -0.8071], [1.3809, -1.8795, -3.0947], [2.7345, -3.2431, -3.0868], [2.6017, -1.4049, -2.1560], [-2.6146, 0.3231, 3.0498], [-1.3755, -0.2214, 2.1438], [-2.4340, 0.0300, 2.0832], [1.1886, 0.9546, -2.0486], [-0.0657, 1.7512, -1.9155], [0.5326, 1.3790, -2.5301], [-1.6695, 1.6959, 1.7696], [-1.8239, 2.6950, 2.6955], [-1.4735, 2.6506, 1.8751], [2.6037, 1.9078, -1.2790], [3.2332, 2.8306, -2.3596], [3.0744, 1.8807, -2.2449], [-2.4266, 0.4503, -0.9404], [-1.7087, -0.6658, -0.4323], [-2.5110, -0.5018, -0.7394], [-2.9325, -1.5383, 3.0988], [-2.2987, -2.5203, 4.0787], [-3.1630, -2.2437, 3.7826], [-3.5239, -3.7162, -0.0618], [-2.0590, -3.6201, 0.5677], [-2.9940, -4.2297, 0.4698], [2.2491, 2.6820, 0.4909], [0.6440, 2.7399, 0.6788], [1.3660, 2.9341, 0.0946], [1.0144, 4.3181, -0.9324], [0.0382, 4.5937, -2.1413], [0.7507, 4.9225, -1.7145], [-2.4556, 2.7385, -2.0337], [-2.7395, 1.1827, -2.7099], [-3.0496, 1.9540, -2.2720]],
  "total_energy_ha": -1166.996985,
  "spin_multiplicity": 2,
  "homo_lumo_gap_ev": [9.944, 5.697]
}



Entry 4:
{
  "formula": "C4H12N2O",
  "method": "the ωB97M-V functional and the def2-TZVPD basis",
  "symbols": ["N", "C", "C", "C", "N", "C", "O", "H", "H", "H", "H", "H", "H", "H", "H", "H", "H", "H", "H"],
  "positions_angstrom": [[-2.0040, 1.5029, -0.7407], [-1.9631, 0.2639, 0.0101], [-0.7631, -0.5869, -0.4354], [0.5789, -0.0646, 0.0429], [0.6355, 0.1469, 1.4936], [1.7030, -1.0191, -0.3338], [2.9324, -0.3335, -0.4295], [-2.5677, 2.2256, -0.3129], [-1.0628, 1.8807, -0.7903], [-1.9878, 0.3553, 1.1005], [-2.8424, -0.3192, -0.2802], [-0.9756, -1.5998, -0.1096], [-0.7551, -0.5651, -1.5264], [0.8190, 0.8933, -0.4426], [1.5567, 0.4671, 1.7633], [-0.0295, 0.8301, 1.8294], [1.6610, -1.8186, 0.4061], [1.4539, -1.4488, -1.3035], [3.6107, -0.8103, 0.0591]],
  "total_energy_ha": -344.339015,
  "smiles": "NCC[C@@H](N)CO",
  "homo_lumo_gap_ev": 10.204
}



Entry 5:
{
  "formula": "C3H9O2",
  "method": "the ωB97M-V functional and the def2-TZVPD basis",
  "symbols": ["C", "O", "H", "H", "H", "C", "O", "C", "H", "H", "H", "H", "H", "H"],
  "positions_angstrom": [[-1.3410, -2.0896, -1.3047], [-1.8509, -0.8323, -1.4921], [-1.6166, -2.8354, -2.0991], [-0.2720, -2.2522, -1.3810], [-1.5269, -2.5256, -0.3000], [0.3042, 1.3817, 0.6051], [-0.1311, 0.1698, 0.2477], [1.7375, 1.3467, 1.2821], [0.4716, 2.1093, -0.2251], [-0.5116, 1.8370, 1.1637], [-1.4015, -0.2952, -0.7659], [1.9487, 0.3837, 1.7692], [2.4366, 1.4935, 0.4461], [1.7531, 2.1085, 2.0539]],
  "total_energy_ha": -270.055507,
  "spin_multiplicity": 2,
  "homo_lumo_gap_ev": [10.350, 7.212]
}



Entry 6:
{
  "formula": "C5H15CsNO2",
  "method": "the ωB97M-V functional and the def2-TZVPD basis",
  "symbols": ["Cs", "C", "O", "H", "H", "H", "H", "C", "C", "C", "O", "C", "N", "H", "H", "H", "H", "H", "H", "H", "H", "H", "H", "H"],
  "positions_angstrom": [[-4.3695, 4.7645, 27.6131], [-5.3503, 8.8526, 32.8306], [-5.2997, 8.5614, 31.3939], [-4.5749, 8.2968, 33.3577], [-5.2227, 9.9330, 32.7631], [-6.2975, 8.6275, 33.3208], [-4.3643, 8.6217, 31.1862], [-5.9694, 3.1089, 20.9626], [-5.7735, 4.2872, 21.8118], [-6.0775, 5.6556, 21.1486], [-5.1533, 5.9441, 20.1028], [-3.9104, 6.4197, 20.3932], [-6.5892, 4.1653, 23.0101], [-5.8624, 2.1837, 21.5288], [-5.3270, 3.0250, 20.0861], [-6.9748, 3.1467, 20.5432], [-4.7368, 4.2409, 22.1454], [-6.1340, 6.5552, 21.7615], [-7.0409, 5.6397, 20.6391], [-3.9960, 7.3976, 20.8670], [-3.2797, 6.4696, 19.5056], [-3.4863, 5.7776, 21.1652], [-6.5111, 3.2019, 23.3032], [-7.5652, 4.3199, 22.8011]],
  "total_energy_ha": -424.605689,
  "homo_lumo_gap_ev": 7.652,
  "charge": 1
}